# 1
116
Properties=species:S:1:pos:R:3:lowdin_spin:R:1 method="wB97M-V/def2-TZVPD" e_tot_ev=-125165.8854 e_above_lowest_kj_mol=0.0 fmax_ev_per_a=3.432 charge=+2 multiplicity=3 mol_weight_g_mol=1099.03 homo_lumo_gap_ha="0.251 / 0.258" homo_energy_ha="-0.465 / -0.465"
Pr -1.131 0.650 0.451 2.036
S -3.766 0.072 -0.596 -0.010
C -3.824 1.615 0.097 -0.001
N -2.760 2.391 0.374 -0.005
C -3.165 3.628 0.896 0.000
C -2.344 4.775 1.116 0.000
C -2.894 6.018 1.274 0.000
C -4.317 6.158 1.277 0.000
C -5.157 5.050 1.221 0.000
C -4.578 3.792 0.966 0.000
S -5.374 2.386 0.415 0.000
H -1.272 4.561 1.278 0.000
H -2.306 6.968 1.335 0.000
H -4.679 7.180 1.278 0.000
H -6.238 5.175 1.382 0.000
C -3.377 -6.088 -1.343 0.000
C -3.425 -4.647 -0.838 0.000
C -4.910 -4.310 -0.501 0.000
C -2.692 -4.463 0.475 0.000
C -2.980 -5.299 1.550 0.000
C -2.551 -5.006 2.830 0.000
C -1.653 -3.974 3.031 0.000
C -1.221 -3.218 1.947 0.000
P -0.328 -1.712 2.276 -0.004
C -1.564 -0.503 2.921 -0.002
C -2.928 -0.827 3.199 0.000
C -3.768 0.196 3.652 0.000
C -3.373 1.540 3.726 0.000
C -2.018 1.867 3.504 0.000
C -1.101 0.828 3.150 -0.002
C 0.682 -2.082 3.716 -0.001
C 0.358 -1.672 5.012 0.000
C 1.295 -1.941 6.027 0.000
C 2.465 -2.653 5.805 0.000
C 2.701 -3.125 4.497 0.000
C 1.816 -2.851 3.469 0.000
C -1.742 -3.466 0.648 0.000
O -1.401 -2.548 -0.327 0.001
C -1.947 -2.718 -1.622 0.000
C -1.352 -1.995 -2.687 0.000
C -1.834 -2.147 -3.984 0.000
C -2.893 -2.998 -4.235 0.000
C -3.424 -3.750 -3.197 0.000
C -2.935 -3.678 -1.905 0.000
P 0.007 -0.871 -2.344 -0.003
C 1.410 -2.022 -1.938 0.000
C 1.412 -3.339 -2.425 0.000
C 2.423 -4.185 -2.026 0.000
C 3.426 -3.793 -1.145 0.000
C 3.557 -2.420 -0.857 0.000
C 2.495 -1.547 -1.168 0.000
C 0.477 -0.031 -3.841 -0.001
C 1.058 -0.771 -4.851 0.000
C 1.532 -0.104 -6.002 0.000
C 1.298 1.242 -6.193 0.000
C 0.593 1.969 -5.219 0.000
C 0.231 1.335 -4.028 0.000
H -3.883 -6.781 -0.658 0.000
H -2.315 -6.463 -1.509 0.000
H -3.931 -6.177 -2.323 0.000
H -5.225 -4.940 0.381 0.000
H -5.569 -4.593 -1.335 0.000
H -5.097 -3.240 -0.301 0.000
H -3.665 -6.132 1.404 0.000
H -2.945 -5.598 3.642 0.000
H -1.339 -3.705 4.069 0.000
H -3.309 -1.843 3.016 0.000
H -4.800 -0.041 3.872 0.000
H -4.166 2.300 3.996 0.000
H -1.635 2.881 3.616 0.000
H 0.006 1.013 3.240 0.000
H -0.582 -1.169 5.233 0.000
H 1.062 -1.625 7.039 0.000
H 3.233 -2.783 6.579 0.000
H 3.585 -3.707 4.247 0.000
H 1.944 -3.201 2.454 0.000
H -1.377 -1.625 -4.833 0.000
H -3.282 -3.122 -5.246 0.000
H -4.281 -4.409 -3.395 0.000
H 0.577 -3.731 -2.996 0.000
H 2.383 -5.227 -2.423 0.000
H 4.123 -4.543 -0.755 0.000
H 4.442 -2.073 -0.306 0.000
H 2.451 -0.482 -0.884 0.000
H 1.145 -1.858 -4.801 0.000
H 2.021 -0.729 -6.719 0.000
H 1.593 1.726 -7.160 0.000
H 0.448 3.050 -5.264 0.000
H -0.263 1.887 -3.236 0.000
C 2.692 0.993 1.704 0.000
C 2.145 2.068 0.841 0.000
N 0.902 2.138 0.393 -0.005
C 0.837 3.382 -0.249 0.000
C 1.968 4.089 -0.065 0.000
N 2.864 3.196 0.580 0.000
C 4.168 3.594 1.169 0.000
N 4.848 4.580 0.462 0.000
N 4.975 5.853 1.084 0.000
N 5.580 6.661 0.218 0.000
C 5.724 6.004 -1.003 0.000
C 6.169 6.455 -2.207 0.000
C 6.180 5.575 -3.302 0.000
C 5.773 4.213 -3.108 0.000
C 5.336 3.734 -1.868 0.000
C 5.301 4.681 -0.822 0.000
H 2.242 0.043 1.430 0.000
H 2.488 1.188 2.765 0.000
H 3.766 0.903 1.575 0.000
H -0.132 3.680 -0.648 0.000
H 2.196 5.065 -0.384 0.000
H 4.737 2.625 1.251 0.000
H 4.039 3.980 2.203 0.000
H 6.449 7.528 -2.227 0.000
H 6.527 5.871 -4.279 0.000
H 5.815 3.537 -3.967 0.000
H 5.047 2.664 -1.710 0.000


# 2
18
Properties=species:S:1:pos:R:3:nbo_charge:R:1 method="wB97M-V/def2-TZVPD" e_tot_ev=-12750.5927 e_above_lowest_kj_mol=395.3 fmax_ev_per_a=6.999 mol_weight_g_mol=131.14 homo_lumo_gap_ha=0.367 homo_energy_ha=-0.347
C 3.304 0.115 -0.743 -0.420
C 0.352 -1.239 0.792 0.229
C -1.829 -0.126 -0.226 0.749
H 3.510 0.470 -1.769 0.214
H 3.540 -1.082 -0.967 0.186
H 3.939 0.602 0.040 0.222
H 1.200 0.000 -1.260 0.365
H 0.278 -1.801 1.702 0.184
H -1.557 -2.059 0.284 0.420
H -2.093 1.705 -0.393 0.387
H 0.639 1.352 0.651 0.404
H -0.695 1.411 1.622 0.333
N 1.764 0.295 -0.384 -0.531
N 1.413 -0.546 0.822 -0.277
N -0.902 -1.258 -0.061 -0.699
N -1.327 1.236 -0.133 -0.477
N -0.341 1.692 0.791 -0.648
O -2.996 -0.379 -0.763 -0.641


# 3
96
Properties=species:S:1:pos:R:3:lowdin_charge:R:1 method="wB97M-V/def2-TZVPD" e_tot_ev=-73236.6751 smiles="CCP(CC)[C@@H]1OC(=O)O[C@]1(Cl)CCCCCCOC(C)=O.COCCOC.COCCOC.COCCOC" fmax_ev_per_a=2.462 mol_weight_g_mol=623.16 homo_lumo_gap_ha=0.338 homo_energy_ha=-0.325
C 0.958 2.402 -0.450 -0.152
C 1.704 1.171 0.083 -0.433
P 2.149 0.154 -1.385 1.052
C 3.738 0.893 -1.962 -0.394
C 4.682 -0.150 -2.555 -0.153
C 2.598 -1.543 -0.799 -0.446
O 2.254 -2.618 -1.683 0.030
C 2.572 -3.758 -0.965 -0.525
O 2.720 -4.847 -1.468 0.163
O 2.673 -3.446 0.347 0.037
C 2.029 -2.133 0.465 -0.747
Cl 2.544 -1.347 1.954 0.797
C 0.509 -2.451 0.532 -0.144
C -0.429 -1.703 -0.418 -0.202
C -1.872 -1.970 0.016 -0.180
C -2.946 -1.846 -1.092 -0.180
C -2.558 -1.089 -2.348 -0.169
C -2.337 0.401 -2.124 -0.179
O -3.320 1.137 -2.874 -0.013
C -3.873 2.224 -2.261 -0.491
C -2.934 3.238 -1.662 0.020
O -5.091 2.387 -2.271 0.097
H 0.242 2.066 -1.189 0.029
H 0.491 2.967 0.343 0.075
H 1.676 3.001 -0.997 0.053
H 2.588 1.517 0.610 0.064
H 1.092 0.644 0.801 0.041
H 4.240 1.417 -1.155 0.079
H 3.480 1.595 -2.741 0.059
H 4.161 -0.736 -3.305 0.075
H 5.092 -0.805 -1.799 0.060
H 5.515 0.323 -3.058 0.071
H 3.672 -1.609 -0.646 0.110
H 0.342 -3.507 0.369 0.130
H 0.182 -2.252 1.544 0.100
H -0.245 -2.066 -1.418 0.107
H -0.265 -0.633 -0.414 0.074
H -2.105 -1.362 0.883 0.111
H -1.902 -2.998 0.370 0.097
H -3.820 -1.361 -0.669 0.113
H -3.256 -2.846 -1.369 0.109
H -3.392 -1.162 -3.038 0.120
H -1.714 -1.526 -2.862 0.107
H -1.346 0.683 -2.464 0.110
H -2.436 0.607 -1.064 0.119
H -2.261 3.636 -2.411 0.082
H -3.541 4.007 -1.215 0.087
H -2.315 2.772 -0.908 0.065
C 1.763 5.374 -2.867 -0.108
O 1.949 4.070 -3.390 -0.218
C 0.887 3.643 -4.231 -0.204
C 1.199 3.833 -5.700 -0.202
O 1.363 5.197 -6.047 -0.187
C 2.716 5.612 -6.098 -0.110
H 2.731 5.730 -2.515 0.092
H 1.388 6.067 -3.621 0.086
H 1.067 5.350 -2.020 0.085
H -0.040 4.163 -3.968 0.121
H 0.738 2.575 -4.043 0.120
H 0.357 3.450 -6.284 0.128
H 2.088 3.257 -5.977 0.127
H 3.176 5.301 -7.042 0.089
H 3.298 5.211 -5.266 0.082
H 2.730 6.699 -6.043 0.090
C -6.009 -7.253 2.680 -0.110
O -4.743 -7.205 3.313 -0.190
C -3.654 -7.263 2.408 -0.206
C -3.091 -5.893 2.096 -0.209
O -4.026 -5.060 1.429 -0.200
C -4.702 -4.170 2.300 -0.110
H -6.748 -6.889 3.393 0.089
H -6.045 -6.625 1.788 0.083
H -6.261 -8.283 2.406 0.089
H -3.948 -7.772 1.486 0.127
H -2.870 -7.858 2.885 0.126
H -2.234 -6.016 1.426 0.124
H -2.733 -5.410 3.011 0.127
H -4.066 -3.305 2.522 0.083
H -4.993 -4.650 3.236 0.085
H -5.600 -3.823 1.792 0.091
C 2.048 3.043 7.203 -0.110
O 2.321 1.694 6.868 -0.188
C 1.339 1.106 6.033 -0.204
C 1.741 1.117 4.574 -0.223
O 1.867 2.430 4.053 -0.196
C 3.202 2.904 4.031 -0.107
H 2.976 3.488 7.558 0.090
H 1.692 3.614 6.343 0.083
H 1.303 3.095 8.004 0.089
H 0.374 1.605 6.166 0.128
H 1.227 0.065 6.352 0.127
H 0.958 0.617 3.995 0.114
H 2.672 0.558 4.429 0.112
H 3.739 2.492 3.169 0.083
H 3.740 2.649 4.945 0.085
H 3.165 3.989 3.937 0.090


# 4
20
Properties=species:S:1:pos:R:3:nbo_charge:R:1 method="wB97M-V/def2-TZVPD" e_tot_ev=-17188.3364 e_above_lowest_kj_mol=217.9 fmax_ev_per_a=4.336 multiplicity=3 mol_weight_g_mol=129.14 homo_lumo_gap_ha="0.173 / 0.171" homo_energy_ha="-0.141 / -0.304"
C -1.155 -1.328 0.969 -0.135
C 1.114 -0.447 -1.030 -0.446
C 0.583 0.915 -1.438 -0.399
C 1.268 -0.531 0.433 -0.395
C -0.708 1.398 -0.833 -0.739
C -0.067 -0.356 1.274 -0.521
N -2.076 -1.512 1.823 -0.716
P -0.688 1.377 0.985 0.854
H -1.298 -1.599 -0.097 0.150
H 0.361 -1.193 -1.330 0.221
H 2.063 -0.621 -1.376 0.229
H 1.174 1.886 -1.150 0.209
H 0.403 1.011 -2.600 0.230
H 1.683 -1.509 0.886 0.255
H 2.047 0.125 0.922 0.214
H -1.107 2.393 -1.090 0.255
H -1.477 0.668 -1.109 0.227
H 0.222 -0.504 2.313 0.248
H -2.932 -1.926 1.385 0.334
H 0.589 1.754 1.063 -0.075


# 5
16
Properties=species:S:1:pos:R:3:nbo_charge:R:1 method="wB97M-V/def2-TZVPD" e_tot_ev=-72165.0316 e_above_lowest_kj_mol=154.2 fmax_ev_per_a=5.146 mol_weight_g_mol=162.09 homo_lumo_gap_ha=0.355 homo_energy_ha=-0.335
C -1.824 1.631 0.653 0.172
C 0.247 0.316 2.240 -0.605
C -0.839 0.071 -2.989 -0.781
C -0.290 -0.588 1.138 -0.470
C -0.663 0.180 -0.099 -0.281
N -2.537 2.453 0.990 -0.435
Se -1.670 -0.750 -1.424 0.383
H 0.575 -0.276 3.092 0.218
H 1.089 0.908 1.885 0.205
H -0.528 1.004 2.578 0.232
H 0.194 -0.268 -3.072 0.221
H -1.403 -0.249 -3.865 0.239
H -0.886 1.154 -2.887 0.230
H 0.470 -1.328 0.866 0.228
H -1.166 -1.133 1.503 0.221
H 0.123 0.791 -0.531 0.223


# 6
17
Properties=species:S:1:pos:R:3:nbo_charge:R:1 method="wB97M-V/def2-TZVPD" e_tot_ev=-7853.3125 e_above_lowest_kj_mol=292.3 fmax_ev_per_a=5.113 charge=+1 multiplicity=2 mol_weight_g_mol=89.14 homo_lumo_gap_ha="0.439 / 0.217" homo_energy_ha="-0.557 / -0.538"
C -2.258 1.420 -0.524 -0.472
C -1.044 -0.548 0.122 0.031
N -1.004 0.737 -0.576 -0.280
H -2.141 2.366 -1.035 0.261
H -3.104 0.922 -1.063 0.271
H -2.402 1.633 0.521 0.245
H -1.623 -1.300 -0.512 0.297
H -1.677 -0.384 1.051 0.250
H -0.491 0.374 -1.419 0.430
C 1.400 -0.578 -0.109 -0.110
O 0.236 -1.200 0.294 -0.412
C 2.521 -0.682 0.941 -0.622
H 1.908 -1.073 -0.978 0.225
H 1.266 0.482 -0.295 0.186
H 2.550 -1.648 1.443 0.240
H 3.399 -0.503 0.326 0.231
H 2.464 -0.016 1.814 0.229